Below is the ion C7H12N with charge +1 in a non-equilibrium geometry, with properties calculated with ωB97M-V/def2-TZVPD.

Computed properties:
* HOMO energy: -13.2 eV
* charge: +1
* molar mass: 110.180 Da
* energy relative to the best compared isomer or geometry (same formula, charge and spin): 53.2 kcal per mole
* SMILES string: C=C1CC[N@H+](C)C1=C
* largest force on an atom: 5.46 eV/A
* gap between HOMO and LUMO: 0.344 hartree
* E_LUMO: -3.79 eV

Bonds (Å) are listed after each position.
CARTESIAN COORDINATES (ANGSTROEM)
1 C -1.104 -0.256 0.140  C2 1.477, C3 1.339, C5 1.528
2 C -0.240 0.857 -0.303  C1 1.477, C4 1.350, N8 1.483
3 C -2.377 -0.197 0.549  C1 1.339, H9 1.073, H10 1.077
4 C -0.617 2.126 -0.565  C2 1.350, H11 1.132, H12 1.093
5 C -0.394 -1.581 -0.135  C1 1.528, C6 1.539, H13 1.051, H14 1.151
6 C 0.887 -1.049 -0.801  C5 1.539, N8 1.444, H15 1.160, H16 1.089
7 C 1.817 0.312 1.068  N8 1.520, H17 1.078, H18 1.120, H19 1.134
8 N 1.126 0.278 -0.285  C2 1.483, C6 1.444, C7 1.520, H20 1.039
9 H -2.978 -1.025 0.873  C3 1.073
10 H -2.789 0.790 0.683  C3 1.077
11 H 0.069 2.932 -0.966  C4 1.132
12 H -1.622 2.519 -0.392  C4 1.093
13 H -0.296 -2.226 0.689  C5 1.051
14 H -1.107 -2.174 -0.817  C5 1.151
15 H 1.756 -1.812 -0.708  C6 1.160
16 H 0.624 -1.137 -1.853  C6 1.089
17 H 2.754 0.827 0.929  C7 1.078
18 H 1.085 0.914 1.664  C7 1.120
19 H 1.689 -0.798 1.259  C7 1.134
20 H 1.717 0.700 -1.029  N8 1.039

Atomic partial charges in e from the natural (NBO) method, atoms 1 to 4: atom 1 (C): -0.0955, atom 2 (C): 0.0839, atom 3 (C): -0.2826, atom 4 (C): -0.3251

---

Below is a cluster of 4 separate species, C20H32O8 in total in a non-equilibrium geometry, with properties calculated with ωB97M-V/def2-TZVPD.

Computed properties:
* HOMO energy: -7.3 eV
* charge: 0
* molar mass: 400.468 Da
* SMILES string: Oc1ccc(O)cc1.Oc1ccc(O)cc1.COCCOC.COCCOC
* largest force on an atom: 6.60 eV/A
* gap between HOMO and LUMO: 0.282 hartree
* E_LUMO: 0.42 eV

Bonds (Å) are listed after each position.
CARTESIAN COORDINATES (ANGSTROEM)
1 C 0.245 2.229 0.103  C2 1.430, C6 1.426, H9 1.080
2 C 0.726 3.379 -0.599  C1 1.430, C3 1.406, H10 1.080
3 C 1.957 3.957 -0.244  C2 1.406, C4 1.387, O8 1.351
4 C 2.699 3.469 0.821  C3 1.387, C5 1.459, H11 1.080
5 C 2.198 2.368 1.637  C4 1.459, C6 1.388, H12 1.080
6 C 1.007 1.786 1.224  C1 1.426, C5 1.388, O7 1.381
7 O 0.453 0.727 1.917  C6 1.381, H13 0.960
8 O 2.471 4.824 -1.143  C3 1.351, H14 0.960
9 H -0.718 1.783 -0.100  C1 1.080
10 H 0.209 3.679 -1.498  C2 1.080
11 H 3.696 3.775 1.101  C4 1.080
12 H 2.755 2.014 2.492  C5 1.080
13 H -0.247 0.180 1.553  O7 0.960
14 H 3.022 4.419 -1.817  O8 0.960
15 C 2.261 -0.702 -0.261  C16 1.370, C20 1.454, H23 1.080
16 C 2.727 0.278 -1.098  C15 1.370, C17 1.344, H24 1.080
17 C 3.565 -0.077 -2.087  C16 1.344, C18 1.363, O22 1.380
18 C 4.078 -1.324 -2.286  C17 1.363, C19 1.353, H25 1.080
19 C 3.538 -2.327 -1.554  C18 1.353, C20 1.379, H26 1.080
20 C 2.653 -2.076 -0.527  C15 1.454, C19 1.379, O21 1.378
21 O 2.249 -3.100 0.303  C20 1.378, H27 0.960
22 O 4.307 0.959 -2.619  C17 1.380, H28 0.960
23 H 1.659 -0.485 0.609  C15 1.080
24 H 2.474 1.290 -0.822  C16 1.080
25 H 4.869 -1.589 -2.971  C18 1.080
26 H 3.985 -3.310 -1.533  C19 1.080
27 H 2.290 -4.009 -0.002  O21 0.960
28 H 4.342 0.923 -3.578  O22 0.960
29 C -3.634 -0.566 2.561  O30 1.436, H35 1.090, H36 1.090, H37 1.090
30 O -2.857 -1.117 1.486  C29 1.436, C31 1.474
31 C -3.322 -2.402 0.932  O30 1.474, C32 1.527, H38 1.090, H39 1.090
32 C -2.523 -2.702 -0.334  C31 1.527, O33 1.414, H40 1.090, H41 1.090
33 O -2.541 -1.628 -1.253  C32 1.414, C34 1.385
34 C -2.208 -1.974 -2.552  O33 1.385, H42 1.090, H43 1.090, H44 1.090
35 H -3.209 0.408 2.803  C29 1.090
36 H -3.742 -1.155 3.471  C29 1.090
37 H -4.666 -0.465 2.223  C29 1.090
38 H -4.362 -2.275 0.633  C31 1.090
39 H -3.087 -3.289 1.519  C31 1.090
40 H -2.938 -3.579 -0.829  C32 1.090
41 H -1.461 -2.839 -0.128  C32 1.090
42 H -1.200 -2.377 -2.451  C34 1.090
43 H -2.090 -0.994 -3.014  C34 1.090
44 H -2.951 -2.487 -3.163  C34 1.090
45 C -1.705 1.261 3.059  O46 1.417, H51 1.090, H52 1.090, H53 1.090
46 O -1.544 1.918 1.814  C45 1.417, C47 1.420
47 C -2.022 1.143 0.723  O46 1.420, C48 1.524, H54 1.090, H55 1.090
48 C -1.331 -0.136 0.265  C47 1.524, O49 1.467, H56 1.090, H57 1.090
49 O 0.088 -0.039 -0.092  C48 1.467, C50 1.420
50 C 0.344 -0.495 -1.412  O49 1.420, H58 1.090, H59 1.090, H60 1.090
51 H -2.792 1.236 3.140  C45 1.090
52 H -1.334 1.808 3.926  C45 1.090
53 H -1.339 0.237 3.128  C45 1.090
54 H -1.853 1.891 -0.051  C47 1.090
55 H -3.073 0.906 0.886  C47 1.090
56 H -1.919 -0.788 -0.382  C48 1.090
57 H -1.369 -0.635 1.233  C48 1.090
58 H -0.056 -1.509 -1.415  C50 1.090
59 H 1.421 -0.473 -1.579  C50 1.090
60 H -0.195 0.075 -2.168  C50 1.090

Atomic partial charges in e from the natural (NBO) method, atoms 1 to 4: atom 1 (C): -0.2255, atom 2 (C): -0.2604, atom 3 (C): 0.2335, atom 4 (C): -0.2579

---

Below is a cluster of 9 separate species, C52H52N8O15 in total in a non-equilibrium geometry, with properties calculated with ωB97M-V/def2-TZVPD.

Computed properties:
* HOMO energy: -9.7 eV
* charge: 0
* molar mass: 1029.029 Da
* energy relative to the best compared isomer or geometry (same formula, charge and spin): 0.0 kcal per mole
* SMILES string: O=[N+]([O-])c1ccccc1.O=[N+]([O-])c1ccccc1.O=[N+]([O-])c1ccccc1.O=[N+]([O-])c1ccccc1.O=[N+]([O-])c1ccccc1.O=[N+]([O-])c1ccccc1.O=[N+]([O-])c1ccccc1.COC[C@H](C)N.c1ccccc1
* largest force on an atom: 1.84 eV/A
* gap between HOMO and LUMO: 0.329 hartree
* E_LUMO: -0.79 eV

Bonds (Å) are listed after each position.
CARTESIAN COORDINATES (ANGSTROEM)
1 C 4.124 -3.872 -0.041  C2 1.535, H7 1.094, H8 1.087, H9 1.092
2 C 4.522 -3.350 -1.429  C1 1.535, C3 1.521, N6 1.450, H10 1.095
3 C 5.819 -2.570 -1.276  C2 1.521, O4 1.441, H11 1.095, H12 1.093
4 O 5.539 -1.506 -0.345  C3 1.441, C5 1.407
5 C 6.712 -0.945 0.192  O4 1.407, H13 1.100, H14 1.089, H15 1.104
6 N 4.770 -4.511 -2.262  C2 1.450, H16 1.016, H17 1.012
7 H 3.118 -4.303 -0.045  C1 1.094
8 H 4.144 -3.080 0.703  C1 1.087
9 H 4.797 -4.694 0.214  C1 1.092
10 H 3.707 -2.720 -1.801  C2 1.095
11 H 6.162 -2.033 -2.166  C3 1.095
12 H 6.613 -3.153 -0.803  C3 1.093
13 H 7.284 -1.699 0.751  C5 1.100
14 H 6.466 -0.097 0.830  C5 1.089
15 H 7.327 -0.548 -0.634  C5 1.104
16 H 4.738 -4.321 -3.260  N6 1.016
17 H 4.129 -5.285 -2.146  N6 1.012
18 C -1.345 -0.230 1.224  C19 1.384, C23 1.395, H24 1.085
19 C -1.034 1.034 0.756  C18 1.384, C20 1.388, H25 1.083
20 C 0.176 1.230 0.105  C19 1.388, C21 1.388, H26 1.084
21 C 1.103 0.206 -0.032  C20 1.388, C22 1.400, H27 1.083
22 C 0.711 -1.091 0.320  C21 1.400, C23 1.388, H28 1.085
23 C -0.513 -1.313 0.937  C18 1.395, C22 1.388, H29 1.082
24 H -2.342 -0.469 1.580  C18 1.085
25 H -1.758 1.838 0.796  C19 1.083
26 H 0.489 2.186 -0.300  C20 1.084
27 H 2.030 0.360 -0.569  C21 1.083
28 H 1.372 -1.942 0.192  C22 1.085
29 H -0.663 -2.317 1.312  C23 1.082
30 C -3.442 -0.657 -3.631  C31 1.388, C35 1.385, H39 1.083
31 C -3.998 -0.215 -4.824  C30 1.388, C32 1.376, H40 1.082
32 C -4.262 1.122 -5.012  C31 1.376, C33 1.390, H41 1.083
33 C -3.823 2.032 -4.058  C32 1.390, C34 1.380, N36 1.471
34 C -3.203 1.611 -2.899  C33 1.380, C35 1.397, H42 1.082
35 C -3.074 0.244 -2.645  C30 1.385, C34 1.397, H43 1.079
36 N -3.927 3.468 -4.359  C33 1.471, O37 1.210, O38 1.216
37 O -4.782 3.836 -5.133  N36 1.210
38 O -3.140 4.190 -3.778  N36 1.216
39 H -3.256 -1.717 -3.502  C30 1.083
40 H -4.240 -0.947 -5.583  C31 1.082
41 H -4.763 1.537 -5.878  C32 1.083
42 H -2.897 2.274 -2.101  C34 1.082
43 H -2.621 -0.074 -1.719  C35 1.079
44 C -2.627 -5.726 1.962  C45 1.401, C49 1.384, H53 1.083
45 C -2.397 -4.378 2.266  C44 1.401, C46 1.373, H54 1.082
46 C -3.334 -3.442 1.907  C45 1.373, C47 1.387, H55 1.081
47 C -4.520 -3.894 1.346  C46 1.387, C48 1.376, N50 1.469
48 C -4.811 -5.216 1.099  C47 1.376, C49 1.397, H56 1.080
49 C -3.838 -6.156 1.449  C44 1.384, C48 1.397, H57 1.082
50 N -5.519 -2.885 0.967  C47 1.469, O51 1.199, O52 1.205
51 O -6.655 -3.049 1.312  N50 1.199
52 O -5.095 -1.965 0.315  N50 1.205
53 H -1.855 -6.476 2.088  C44 1.083
54 H -1.403 -4.149 2.628  C45 1.082
55 H -3.189 -2.377 2.021  C46 1.081
56 H -5.721 -5.473 0.578  C48 1.080
57 H -3.965 -7.222 1.314  C49 1.082
58 C -6.404 1.722 1.164  C59 1.386, C63 1.377, H67 1.084
59 C -5.138 2.054 0.708  C58 1.386, C60 1.380, H68 1.082
60 C -4.277 2.753 1.529  C59 1.380, C61 1.395, H69 1.082
61 C -4.717 3.203 2.774  C60 1.395, C62 1.393, N64 1.442
62 C -5.983 2.848 3.235  C61 1.393, C63 1.389, H70 1.081
63 C -6.831 2.118 2.412  C58 1.377, C62 1.389, H71 1.081
64 N -3.848 3.977 3.624  C61 1.442, O65 1.222, O66 1.217
65 O -2.771 4.320 3.160  N64 1.222
66 O -4.182 4.224 4.769  N64 1.217
67 H -7.093 1.187 0.521  C58 1.084
68 H -4.842 1.747 -0.286  C59 1.082
69 H -3.316 3.059 1.140  C60 1.082
70 H -6.243 3.142 4.242  C62 1.081
71 H -7.800 1.828 2.792  C63 1.081
72 C 2.676 3.210 -2.537  C73 1.387, C77 1.386, H81 1.086
73 C 3.312 4.412 -2.812  C72 1.387, C74 1.381, H82 1.082
74 C 2.574 5.495 -3.247  C73 1.381, C75 1.396, H83 1.081
75 C 1.203 5.332 -3.452  C74 1.396, C76 1.379, N78 1.466
76 C 0.575 4.141 -3.150  C75 1.379, C77 1.391, H84 1.087
77 C 1.319 3.034 -2.754  C72 1.386, C76 1.391, H85 1.079
78 N 0.443 6.460 -4.000  C75 1.466, O79 1.230, O80 1.226
79 O -0.717 6.226 -4.335  N78 1.230
80 O 0.987 7.558 -4.049  N78 1.226
81 H 3.289 2.466 -2.035  C72 1.086
82 H 4.379 4.557 -2.703  C73 1.082
83 H 3.027 6.457 -3.442  C74 1.081
84 H -0.487 4.124 -3.380  C76 1.087
85 H 0.856 2.074 -2.583  C77 1.079
86 C -1.890 1.825 6.290  C87 1.377, C91 1.391, H95 1.084
87 C -3.014 1.247 6.836  C86 1.377, C88 1.382, H96 1.083
88 C -3.880 0.530 6.032  C87 1.382, C89 1.385, H97 1.083
89 C -3.626 0.405 4.677  C88 1.385, C90 1.387, N92 1.453
90 C -2.475 0.953 4.129  C89 1.387, C91 1.388, H98 1.082
91 C -1.572 1.610 4.953  C86 1.391, C90 1.388, H99 1.080
92 N -4.645 -0.221 3.851  C89 1.453, O93 1.194, O94 1.203
93 O -5.722 -0.426 4.325  N92 1.194
94 O -4.348 -0.465 2.711  N92 1.203
95 H -1.261 2.497 6.862  C86 1.084
96 H -3.287 1.352 7.878  C87 1.083
97 H -4.844 0.218 6.416  C88 1.083
98 H -2.244 0.889 3.074  C90 1.082
99 H -0.673 2.064 4.563  C91 1.080
100 C 4.954 -1.099 3.218  C101 1.394, C105 1.389, H109 1.081
101 C 4.568 -2.339 3.725  C100 1.394, C102 1.383, H110 1.081
102 C 3.224 -2.602 3.920  C101 1.383, C103 1.381, H111 1.082
103 C 2.333 -1.566 3.729  C102 1.381, C104 1.385, N106 1.465
104 C 2.671 -0.369 3.119  C103 1.385, C105 1.381, H112 1.082
105 C 4.013 -0.130 2.894  C100 1.389, C104 1.381, H113 1.083
106 N 0.910 -1.816 3.975  C103 1.465, O107 1.214, O108 1.204
107 O 0.496 -2.947 3.817  N106 1.214
108 O 0.203 -0.903 4.318  N106 1.204
109 H 5.991 -0.852 3.041  C100 1.081
110 H 5.366 -3.055 3.867  C101 1.081
111 H 2.814 -3.551 4.239  C102 1.082
112 H 1.856 0.318 2.933  C104 1.082
113 H 4.342 0.841 2.547  C105 1.083
114 C 3.008 -0.548 -4.911  C115 1.393, C119 1.386, H123 1.085
115 C 3.591 -0.194 -3.697  C114 1.393, C116 1.387, H124 1.080
116 C 4.949 0.086 -3.675  C115 1.387, C117 1.387, H125 1.086
117 C 5.714 0.039 -4.830  C116 1.387, C118 1.381, N120 1.460
118 C 5.113 -0.328 -6.018  C117 1.381, C119 1.387, H126 1.082
119 C 3.754 -0.593 -6.079  C114 1.386, C118 1.387, H127 1.079
120 N 7.112 0.459 -4.827  C117 1.460, O121 1.213, O122 1.215
121 O 7.636 0.683 -3.756  N120 1.213
122 O 7.663 0.569 -5.904  N120 1.215
123 H 1.932 -0.688 -4.922  C114 1.085
124 H 3.036 0.007 -2.792  C115 1.080
125 H 5.452 0.428 -2.775  C116 1.086
126 H 5.644 -0.314 -6.961  C118 1.082
127 H 3.309 -0.848 -7.028  C119 1.079

Atomic partial charges in e from the Löwdin method, atoms 1 to 4: atom 1 (C): -0.0582, atom 2 (C): -0.4315, atom 3 (C): -0.1756, atom 4 (O): -0.2400

---

Below is a cluster of 2 separate species, C8H10Se in total in a non-equilibrium geometry, with properties calculated with ωB97M-V/def2-TZVPD.

Computed properties:
* HOMO energy (spin up / spin down): -7.2 / -7.3 eV
* charge: 0
* molar mass: 185.128 Da
* energy relative to the best compared isomer or geometry (same formula, charge and spin): 75.0 kcal per mole
* largest force on an atom: 4.04 eV/A
* gap between HOMO and LUMO (spin up / spin down): 0.248 / 0.282 hartree
* E_LUMO (spin up / spin down): -0.45 / 0.34 eV

Bonds (Å) are listed after each position.
CARTESIAN COORDINATES (ANGSTROEM)
1 C -0.508 0.037 -2.873  C2 1.387, C3 1.428, H10 1.095
2 C 0.602 -0.553 -2.287  C1 1.387, C4 1.358, H11 1.005
3 C -1.222 0.970 -2.059  C1 1.428, C5 1.365, H12 1.106
4 C 0.979 -0.217 -1.026  C2 1.358, C6 1.400, H13 1.017
5 C -0.752 1.360 -0.839  C3 1.365, C6 1.402, H14 1.134
6 C 0.376 0.776 -0.245  C4 1.400, C5 1.402, C7 1.391
7 C 1.030 1.199 0.907  C6 1.391, H15 1.012, H16 1.095
8 C -0.928 -0.145 2.829  Se9 1.795, H17 1.060, H18 1.092
9 Se -1.574 -1.213 1.539  C8 1.795, H19 1.424
10 H -0.661 -0.187 -3.934  C1 1.095
11 H 1.079 -1.144 -2.945  C2 1.005
12 H -2.108 1.505 -2.449  C3 1.106
13 H 1.850 -0.486 -0.575  C4 1.017
14 H -1.340 2.228 -0.407  C5 1.134
15 H 1.848 0.725 1.268  C7 1.012
16 H 0.711 2.167 1.308  C7 1.095
17 H 0.013 -0.184 3.316  C8 1.060
18 H -1.580 0.416 3.501  C8 1.092
19 H -0.333 -1.453 0.883  Se9 1.424

Atomic partial charges in e from the natural (NBO) method, atoms 1 to 4: atom 1 (C): -0.1983, atom 2 (C): -0.2237, atom 3 (C): -0.2102, atom 4 (C): -0.1902

---

Below is the molecule C3HFN2O2 in a non-equilibrium geometry, with properties calculated with ωB97M-V/def2-TZVPD.

Computed properties:
* HOMO energy: -11.1 eV
* charge: 0
* molar mass: 116.051 Da
* energy relative to the best compared isomer or geometry (same formula, charge and spin): 40.7 kcal per mole
* SMILES string: O=c1cc(F)nno1
* largest force on an atom: 1.35 eV/A
* gap between HOMO and LUMO: 0.362 hartree
* E_LUMO: -1.22 eV

Bonds (Å) are listed after each position.
CARTESIAN COORDINATES (ANGSTROEM)
1 C 1.119 -0.288 0.047  C2 1.333, N6 1.403, F9 1.314
2 C 0.014 -1.027 0.142  C1 1.333, C3 1.428, H4 1.075
3 C -1.268 -0.405 0.041  C2 1.428, O7 1.179, O8 1.377
4 H 0.049 -2.081 -0.068  C2 1.075
5 N 0.041 1.707 -0.045  N6 1.224, O8 1.429
6 N 1.109 1.110 -0.062  C1 1.403, N5 1.224
7 O -2.321 -0.911 -0.120  C3 1.179
8 O -1.174 0.968 0.095  C3 1.377, N5 1.429
9 F 2.297 -0.865 -0.041  C1 1.314

Atomic partial charges in e from the natural (NBO) method, atoms 1 to 4: atom 1 (C): 0.5505, atom 2 (C): -0.3848, atom 3 (C): 0.7199, atom 4 (H): 0.2552